The molecule C19H21N3O2, computed with ωB97M-V/def2-TZVPD.

Last columns: bonded neighbours and bond lengths (Å).
Cartesian coordinates (Å):
1 C -1.6674 -2.9184 -2.9341  H2 1.095, O3 1.408, H44 1.089, H45 1.094
2 H -2.2697 -2.0077 -2.8522  C1 1.095
3 O -2.1885 -3.9514 -2.1316  C1 1.408, C4 1.368
4 C -2.2013 -3.7604 -0.7770  O3 1.368, C5 1.381, C9 1.409
5 C -1.7168 -2.6327 -0.1447  C4 1.381, C6 1.397, H43 1.078
6 C -1.7821 -2.5845 1.2496  C5 1.397, C7 1.411, C14 1.429
7 C -2.3385 -3.6555 1.9806  C6 1.411, C8 1.390, N12 1.368
8 C -2.8317 -4.7845 1.3366  C7 1.390, C9 1.375, H11 1.080
9 C -2.7552 -4.8224 -0.0354  C4 1.409, C8 1.375, H10 1.079
10 H -3.1194 -5.6760 -0.5850  C9 1.079
11 H -3.2591 -5.6063 1.8921  C8 1.080
12 N -2.2672 -3.3320 3.3080  C7 1.368, C13 1.369, H42 1.005
13 C -1.6842 -2.0992 3.4331  N12 1.369, C14 1.364, H41 1.074
14 C -1.3732 -1.6010 2.2021  C6 1.429, C13 1.364, C15 1.491
15 C -0.7100 -0.3118 1.8527  C14 1.491, H16 1.094, H17 1.092, C18 1.539
16 H -1.2905 0.1824 1.0687  C15 1.094
17 H -0.6697 0.3476 2.7224  C15 1.092
18 C 0.7066 -0.5634 1.3056  C15 1.539, N19 1.445, H39 1.093, H40 1.091
19 N 1.2191 0.5509 0.5412  C18 1.445, C20 1.361, H38 1.009
20 C 0.9565 0.6385 -0.7915  N19 1.361, O21 1.216, N22 1.378
21 O 0.4368 -0.2483 -1.4421  C20 1.216
22 N 1.3106 1.8211 -1.4027  C20 1.378, C23 1.398, H37 1.010
23 C 2.0627 2.8991 -0.9271  N22 1.398, C24 1.393, C28 1.403
24 C 3.1548 2.7063 -0.0845  C23 1.393, C25 1.383, H36 1.079
25 C 3.8898 3.7865 0.3687  C24 1.383, C26 1.383, H35 1.080
26 C 3.5536 5.0684 -0.0272  C25 1.383, C27 1.384, H34 1.079
27 C 2.4847 5.2608 -0.8859  C26 1.384, C28 1.386, H33 1.081
28 C 1.7275 4.1952 -1.3458  C23 1.403, C27 1.386, C29 1.500
29 C 0.5711 4.4176 -2.2742  C28 1.500, H30 1.090, H31 1.091, H32 1.087
30 H -0.3235 3.9174 -1.9047  C29 1.090
31 H 0.7927 4.0243 -3.2676  C29 1.091
32 H 0.3609 5.4794 -2.3716  C29 1.087
33 H 2.2283 6.2615 -1.2031  C27 1.081
34 H 4.1248 5.9146 0.3228  C26 1.079
35 H 4.7330 3.6215 1.0225  C25 1.080
36 H 3.4426 1.7030 0.1907  C24 1.079
37 H 0.9744 1.8897 -2.3528  N22 1.010
38 H 1.3954 1.4090 1.0410  N19 1.009
39 H 1.3988 -0.7752 2.1243  C18 1.093
40 H 0.6822 -1.4208 0.6312  C18 1.091
41 H -1.5377 -1.6592 4.4015  C13 1.074
42 H -2.5938 -3.9031 4.0678  N12 1.005
43 H -1.2846 -1.8112 -0.6918  C5 1.078
44 H -1.7104 -3.2895 -3.9572  C1 1.089
45 H -0.6322 -2.6801 -2.6736  C1 1.094

Results
ΔE to the lowest compared entry with this formula, charge and spin: 61.45 kJ/mol
SMILES: COc1ccc2[nH]cc(CCNC(=O)Nc3ccccc3C)c2c1

Charges computed using natural (NBO), reported in e: C -0.25; H 0.17; O -0.50; C 0.29; C -0.33; C -0.01; C 0.10; C -0.22; C -0.25; H 0.22; H 0.21; N -0.52; C -0.02; C -0.12; C -0.43; H 0.22; H 0.21; C -0.21; N -0.64; C 0.79; O -0.67; N -0.66; C 0.22; C -0.28; C -0.20; C -0.23; C -0.19; C -0.07; C -0.64; H 0.22; H 0.21; H 0.22; H 0.21; H 0.21; H 0.22; H 0.23; H 0.41; H 0.40; H 0.20; H 0.23; H 0.21; H 0.41; H 0.25; H 0.19; H 0.19